DFT (wB97M-V/def2-TZVPD) results for a molecular structure, C9H7MnN2O5 at a distorted geometry.

Calculated values
- LUMO (spin up / spin down) (eV) = -4.28 / -6.58
- strongest force on any atom (eV/A) = 12.6

Geometry as ORCA input:
```
! wB97M-V def2-TZVPD RIJCOSX def2/J DEFGRID3
* xyz 1 6
O 4.71 3.05 -0.49
C 3.84 3.57 -1.02
Mn -0.27 1.48 0.92
O 1.14 -0.02 2.96
C 0.57 0.57 2.10
C -2.10 0.81 1.63
O -2.64 0.12 2.49
C -2.61 1.36 0.55
O -3.25 1.86 -0.30
C -0.27 2.86 2.18
O -0.09 3.72 2.95
H 0.99 2.48 0.57
C -0.23 -3.49 -1.17
N -0.09 -2.05 -1.10
C 0.34 -1.24 -2.13
C 0.40 0.03 -1.70
N -0.02 0.03 -0.37
C -0.29 -1.24 -0.06
H -0.93 -3.74 -1.98
H 0.75 -3.93 -1.42
H -0.58 -3.89 -0.20
H 0.56 -1.69 -3.11
H 0.71 0.94 -2.22
H -0.64 -1.56 0.94
*
```

Atomic partial charges in e from the Löwdin method, atoms 1 to 5: O 0.008; C -0.008; Mn 0.483; O 0.201; C -0.192

=====

DFT (wB97M-V/def2-TZVPD) results for 2 unconnected molecules or ions with the total composition C38H39BO2S at a distorted geometry.

Calculated values
- LUMO (eV) = -1.21
- strongest force on any atom (eV/A) = 3.4

Geometry as ORCA input:
```
! wB97M-V def2-TZVPD RIJCOSX def2/J DEFGRID3
* xyz 0 1
C 4.20 -2.01 3.69
C 3.02 -2.64 3.29
C 2.01 -1.91 2.68
C 2.14 -0.51 2.42
C 1.17 0.23 1.64
C 0.21 -0.54 0.77
C -1.03 0.11 0.20
C -2.26 -0.27 0.82
C -3.04 0.63 1.60
C -4.25 0.22 2.14
C -4.72 -1.08 1.94
C -3.93 -2.00 1.24
C -2.70 -1.62 0.73
C 1.14 1.67 1.70
C 0.99 2.47 0.54
C 0.96 3.86 0.62
C 1.13 4.50 1.86
C 1.27 3.73 3.03
C 1.26 2.35 2.95
C 3.33 0.11 2.91
C 4.35 -0.63 3.50
H 4.99 -2.59 4.16
H 2.88 -3.71 3.44
H 1.08 -2.43 2.44
H -0.20 -1.39 1.33
H -0.92 1.09 -0.25
H -2.66 1.65 1.77
H -4.85 0.94 2.70
H -5.69 -1.38 2.32
H -4.27 -3.02 1.10
H -2.05 -2.33 0.21
H 0.92 1.98 -0.44
H 0.80 4.46 -0.28
H 1.13 5.59 1.92
H 1.40 4.22 4.00
H 1.35 1.75 3.85
H 3.46 1.18 2.80
H 5.27 -0.13 3.82
C 0.34 2.21 -4.01
C -0.78 1.61 -3.25
C -1.24 0.30 -3.34
C -2.37 0.04 -2.53
C -2.77 1.15 -1.78
B 1.33 -1.20 -0.15
C -4.09 1.38 -1.20
C -4.40 2.63 -0.64
C -5.69 2.90 -0.18
C -6.68 1.92 -0.27
C -6.38 0.66 -0.79
C -5.09 0.38 -1.26
O 1.70 -2.51 -0.03
C 2.58 -2.74 -1.16
C 3.66 -3.71 -0.73
C 1.76 -3.41 -2.26
C 3.05 -1.27 -1.54
C 4.27 -0.80 -0.73
C 3.32 -1.04 -3.01
O 1.92 -0.46 -1.15
S -1.72 2.52 -2.13
H 0.75 1.47 -4.70
H 0.02 3.10 -4.58
H 1.14 2.54 -3.33
H -0.77 -0.41 -4.03
H -2.85 -0.93 -2.45
H -3.63 3.40 -0.54
H -5.92 3.88 0.24
H -7.70 2.14 0.05
H -7.14 -0.13 -0.83
H -4.85 -0.60 -1.67
H 4.37 -3.85 -1.56
H 4.20 -3.35 0.15
H 3.20 -4.68 -0.50
H 2.42 -3.73 -3.06
H 1.26 -4.30 -1.85
H 0.98 -2.76 -2.66
H 5.19 -1.27 -1.09
H 4.37 0.29 -0.85
H 4.16 -1.02 0.35
H 4.06 -1.76 -3.37
H 2.41 -1.13 -3.62
H 3.72 -0.03 -3.16
*
```

Atomic partial charges in e from the Löwdin method, atoms 1 to 5: C -0.095; C -0.080; C -0.028; C -0.171; C -0.072

=====

DFT (wB97M-V/def2-TZVPD) results for 2 unconnected molecules or ions with the total composition C6H10O at a distorted geometry.

Calculated values
- LUMO (spin up / spin down) (eV) = -6.19 / -7.98
- strongest force on any atom (eV/A) = 3.2

Geometry as ORCA input:
```
! wB97M-V def2-TZVPD RIJCOSX def2/J DEFGRID3
* xyz 1 2
C -1.34 -0.24 -0.59
C -1.71 -1.51 -0.30
C -0.51 1.85 0.31
C -0.46 0.46 0.34
C 0.69 -0.18 0.90
C 1.68 0.44 1.62
H -2.05 0.35 -1.16
H -2.71 -1.91 -0.44
H -1.02 -2.10 0.29
H 0.18 2.44 0.92
H -1.35 2.36 -0.13
H 0.88 -1.16 0.46
H 2.25 -0.14 2.35
H 2.01 1.45 1.42
H 1.82 -0.62 -1.59
H 0.37 -0.64 -2.06
O 1.26 -0.86 -2.34
*
```

Atomic partial charges in e from the Löwdin method, atoms 1 to 5: C -0.126; C 0.147; C 0.247; C -0.236; C -0.058

=====

DFT (wB97M-V/def2-TZVPD) results for a molecular structure, C3H4INO2 at a distorted geometry.

Calculated values
- LUMO (eV) = 0.27
- strongest force on any atom (eV/A) = 3.2

Geometry as ORCA input:
```
! wB97M-V def2-TZVPD RIJCOSX def2/J DEFGRID3
* xyz 0 1
C 1.51 0.97 0.63
C -1.67 -0.60 -0.67
C -2.69 -0.78 0.09
N 1.90 -0.17 0.91
O 1.83 1.66 -0.41
O -0.79 -0.42 -1.37
I 2.73 -1.41 -0.41
H 1.16 1.52 1.41
H 2.07 1.06 -1.13
H -3.71 -0.68 -0.13
H -2.35 -1.14 1.09
*
```

Atomic partial charges in e from the Löwdin method, atoms 1 to 5: C -0.528; C -0.316; C 0.010; N -0.465; O 0.046

=====

DFT (wB97M-V/def2-TZVPD) results for a single CHN3O2 molecule at a distorted geometry.

Calculated values
- LUMO (eV) = -1.09
- strongest force on any atom (eV/A) = 8.3

Geometry as ORCA input:
```
! wB97M-V def2-TZVPD RIJCOSX def2/J DEFGRID3
* xyz 0 1
O 0.08 -1.97 1.18
C -0.14 -0.98 0.57
N -1.28 0.00 0.44
N -0.98 0.95 -0.40
N 0.44 0.92 -0.31
O 0.91 -0.30 -0.23
H 0.97 1.38 -1.24
*
```

Atomic partial charges in e from the Löwdin method, atoms 1 to 5: O 0.155; C -0.387; N 0.077; N 0.071; N -0.116

=====

DFT (wB97M-V/def2-TZVPD) results for a molecular structure, C22H22Br2F22N3O10PS2 at a distorted geometry.

Calculated values
- LUMO (eV) = -1.13
- strongest force on any atom (eV/A) = 5.4

Geometry as ORCA input:
```
! wB97M-V def2-TZVPD RIJCOSX def2/J DEFGRID3
* xyz 0 1
C -0.05 -0.79 4.64
N -1.27 -0.74 3.85
C -1.23 0.15 2.69
C -1.07 -0.74 1.41
P -2.72 -1.75 1.35
O -2.44 -3.15 2.18
Br -4.35 -0.94 2.74
O -0.20 -1.86 1.75
S 0.17 -2.85 0.54
O 1.60 -2.87 0.49
O -0.25 -4.20 0.70
C -0.52 -2.26 -1.12
Br 0.92 -2.81 -2.34
C -0.98 -0.76 -1.18
N -2.39 -0.51 -1.25
C -3.16 -1.33 -1.76
O -3.82 -2.16 -2.22
S -0.64 -0.09 -2.91
O -1.46 1.04 -3.23
O -1.06 -1.13 -3.82
F 0.84 0.24 -3.33
C -0.52 0.06 0.12
N 0.91 0.11 0.27
C 1.67 0.33 1.49
C 1.86 0.51 -0.75
C 2.99 -0.43 -1.28
O 2.00 1.63 -1.14
C -1.03 1.54 0.11
F -0.38 2.30 1.04
F -0.63 2.21 -0.99
C -2.54 1.96 0.25
F -3.45 1.10 0.70
F -3.01 2.36 -0.94
F -2.66 3.06 1.01
H 0.65 0.06 4.52
H -0.31 -0.82 5.70
H 0.53 -1.71 4.44
H -2.05 -0.47 4.44
H -2.11 0.81 2.65
H -0.41 0.85 2.87
H -3.27 -3.62 2.26
H -1.29 -3.01 -1.33
H 1.34 -0.12 2.42
H 2.69 -0.05 1.36
H 1.83 1.41 1.70
H 3.93 0.14 -1.29
H 3.18 -1.26 -0.59
H 2.81 -0.74 -2.30
C -3.21 6.43 -0.16
C -3.63 6.72 1.29
C -5.02 7.32 1.51
F -5.19 8.50 0.90
F -5.22 7.53 2.84
F -2.68 7.49 1.88
F -3.61 5.53 1.95
O -2.41 7.40 -0.84
C -2.99 8.49 -1.47
C -2.61 9.82 -0.81
F -2.92 9.83 0.50
F -3.29 10.83 -1.39
F -4.33 8.31 -1.56
F -2.53 8.50 -2.73
H -2.56 5.56 -0.10
H -4.06 6.12 -0.77
H -5.80 6.63 1.16
H -1.54 10.00 -0.91
C 5.70 -7.51 -0.85
C 4.70 -8.29 -1.73
C 4.65 -7.94 -3.22
F 4.31 -6.66 -3.44
F 3.71 -8.70 -3.83
F 3.47 -8.21 -1.17
F 5.06 -9.60 -1.65
O 5.21 -6.39 -0.10
C 5.10 -5.15 -0.69
C 3.65 -4.68 -0.81
F 2.89 -5.56 -1.48
F 3.60 -3.50 -1.49
F 5.75 -5.13 -1.87
F 5.76 -4.28 0.11
H 6.01 -8.21 -0.08
H 6.61 -7.26 -1.39
H 5.61 -8.14 -3.70
H 3.21 -4.53 0.18
*
```

Atomic partial charges in e from the Löwdin method, atoms 1 to 5: C -0.112; N -0.120; C -0.243; C -0.416; P 0.736